--- A ---
Here is a 10-piece molecular cluster, C22H67N11O13 overall from the Open Molecules 2025 dataset. Energies are from ωB97M-V/def2-TZVPD.

Summary:
highest occupied orbital energy = -0.3249 hartree
HOMO-LUMO gap = 9.3391 eV
LUMO = 0.5 eV
SMILES string = COC[C@H](C)N.COC[C@H](C)N.COC[C@H](C)N.NC(N)=O.NC(N)=O.NC(N)=O.NC(N)=O.OCCO.OCCO.OCCO

Atoms and positions in Å:
C: -1.192 1.607 5.857
O: -0.867 2.214 4.611
C: -1.960 2.968 3.975
C: -1.561 3.457 2.543
C: -0.574 4.562 2.543
N: -2.764 3.974 1.808
H: -1.790 0.709 5.650
H: -1.928 2.159 6.402
H: -0.257 1.380 6.376
H: -2.766 2.258 3.769
H: -2.305 3.838 4.570
H: -1.228 2.608 1.925
H: -1.193 5.431 2.870
H: -0.275 4.782 1.525
H: 0.333 4.497 3.098
H: -3.589 3.443 2.145
H: -2.844 4.926 2.219
C: 0.306 -2.808 -5.978
O: -0.797 -1.961 -5.664
C: -1.480 -1.970 -4.412
C: -2.980 -2.100 -4.574
C: -3.642 -0.917 -5.440
N: -3.620 -2.176 -3.173
H: 0.419 -2.756 -7.056
H: 0.081 -3.822 -5.645
H: 1.132 -2.559 -5.346
H: -1.165 -2.810 -3.794
H: -1.251 -1.023 -3.812
H: -3.264 -2.992 -5.142
H: -3.595 0.076 -4.962
H: -4.681 -1.166 -5.645
H: -3.154 -0.844 -6.415
H: -4.624 -2.130 -3.305
H: -3.357 -3.050 -2.760
C: 2.127 -2.256 1.260
O: 3.160 -2.738 2.117
C: 3.946 -1.735 2.695
C: 5.205 -2.375 3.277
C: 6.038 -1.413 4.145
N: 6.000 -3.134 2.276
H: 1.720 -3.025 0.602
H: 2.428 -1.464 0.586
H: 1.290 -1.841 1.875
H: 4.087 -0.929 2.025
H: 3.452 -1.296 3.573
H: 4.909 -3.168 3.994
H: 5.486 -0.972 4.975
H: 6.237 -0.518 3.465
H: 6.877 -1.936 4.508
H: 5.456 -3.916 1.905
H: 6.257 -2.537 1.487
N: 2.457 2.318 3.420
C: 2.241 1.493 2.297
N: 1.022 0.960 2.224
O: 3.185 1.385 1.482
H: 3.244 2.948 3.309
H: 1.681 2.634 3.976
H: 0.322 1.097 2.948
H: 0.819 0.403 1.415
N: -4.320 1.132 0.846
C: -4.758 1.006 2.183
N: -4.558 -0.296 2.758
O: -5.340 1.912 2.760
H: -4.705 1.904 0.294
H: -4.096 0.323 0.306
H: -4.474 -1.025 2.073
H: -4.919 -0.479 3.670
N: 2.132 -4.972 -3.702
C: 1.304 -4.313 -2.866
N: 1.444 -3.027 -2.819
O: 0.443 -4.972 -2.288
H: 3.002 -4.561 -3.991
H: 2.001 -5.957 -3.813
H: 2.278 -2.663 -3.319
H: 0.902 -2.330 -2.308
N: -2.145 0.042 -1.267
C: -0.744 0.165 -1.242
N: -0.240 1.415 -0.765
O: 0.000 -0.750 -1.477
H: -2.386 -0.744 -1.861
H: -2.668 0.952 -1.375
H: -0.853 2.203 -0.853
H: 0.750 1.631 -0.835
O: 5.208 0.427 -0.501
C: 4.957 1.537 -1.325
C: 3.569 1.745 -1.778
O: 2.789 2.526 -0.935
H: 4.671 0.512 0.307
H: 5.352 2.477 -0.939
H: 5.584 1.301 -2.183
H: 3.097 0.715 -1.993
H: 3.620 2.401 -2.685
H: 3.012 2.262 -0.009
O: -1.965 -4.394 -1.057
C: -1.636 -3.619 0.145
C: -2.819 -3.516 1.125
O: -3.864 -2.567 0.801
H: -1.154 -4.581 -1.556
H: -0.729 -4.033 0.612
H: -1.447 -2.600 -0.122
H: -2.476 -3.134 2.110
H: -3.310 -4.453 1.328
H: -4.149 -2.623 -0.132
O: 0.179 4.499 -1.106
C: -0.809 4.576 -2.108
C: -2.173 4.757 -1.542
O: -2.561 3.587 -0.862
H: 1.033 4.356 -1.492
H: -0.652 5.425 -2.788
H: -0.833 3.684 -2.746
H: -2.837 4.976 -2.420
H: -2.293 5.658 -0.981
H: -2.634 3.711 0.121



--- B ---
Here is a 10-piece molecular cluster, C22H67N11O13 overall from the Open Molecules 2025 dataset. Energies are from ωB97M-V/def2-TZVPD.

Summary:
highest occupied orbital energy = -0.3204 hartree
HOMO-LUMO gap = 8.9222 eV
LUMO = 0.2 eV
SMILES string = COCCNCCOC.COCCNCCOC.COCCNCCOC.NC(N)=O.NC(N)=O.NC(N)=O.NC(N)=O.O.O.O

Atoms and positions in Å:
C: -8.674 -0.185 3.591
O: -7.803 0.462 2.659
C: -6.471 0.620 3.153
C: -5.547 1.463 2.298
N: -5.004 0.773 1.112
C: -3.950 1.533 0.393
C: -3.744 1.016 -1.058
O: -4.953 0.916 -1.729
C: -4.838 0.326 -3.023
H: -9.653 -0.324 3.137
H: -8.780 0.404 4.505
H: -8.306 -1.172 3.882
H: -5.934 -0.333 3.111
H: -6.483 1.012 4.171
H: -4.669 1.665 2.911
H: -6.038 2.372 1.936
H: -5.635 0.676 0.322
H: -2.998 1.560 0.922
H: -4.294 2.564 0.254
H: -3.257 0.035 -1.017
H: -3.032 1.749 -1.454
H: -4.094 -0.472 -2.996
H: -4.536 1.092 -3.740
H: -5.772 -0.095 -3.392
C: 9.105 1.213 -3.761
O: 8.366 2.161 -3.018
C: 7.475 1.615 -2.070
C: 6.776 2.781 -1.375
N: 5.822 2.350 -0.331
C: 4.624 1.774 -0.966
C: 3.402 1.762 -0.058
O: 3.768 0.941 1.020
C: 2.706 0.428 1.778
H: 8.467 0.516 -4.307
H: 9.782 0.681 -3.087
H: 9.710 1.805 -4.447
H: 7.952 0.927 -1.362
H: 6.750 0.961 -2.569
H: 6.337 3.301 -2.227
H: 7.564 3.418 -0.974
H: 6.219 1.666 0.299
H: 4.780 0.729 -1.257
H: 4.414 2.281 -1.909
H: 2.607 1.393 -0.712
H: 3.210 2.791 0.259
H: 2.958 0.249 2.823
H: 2.095 -0.329 1.283
H: 1.991 1.247 1.949
C: -1.176 -1.149 -3.488
O: 0.005 -1.437 -2.754
C: 0.998 -0.412 -2.983
C: 2.296 -0.855 -2.281
N: 2.899 -2.006 -2.940
C: 4.041 -2.566 -2.237
C: 4.480 -3.774 -3.114
O: 5.610 -4.454 -2.569
C: 5.841 -5.652 -3.282
H: -1.978 -1.855 -3.286
H: -1.129 -1.034 -4.575
H: -1.528 -0.175 -3.128
H: 0.695 0.588 -2.662
H: 1.133 -0.419 -4.068
H: 1.962 -1.099 -1.266
H: 2.965 0.004 -2.326
H: 2.196 -2.619 -3.327
H: 3.903 -2.926 -1.213
H: 4.834 -1.817 -2.249
H: 4.676 -3.405 -4.123
H: 3.670 -4.509 -3.133
H: 6.485 -6.307 -2.696
H: 6.217 -5.564 -4.303
H: 4.876 -6.170 -3.302
N: -1.589 4.764 3.908
C: -1.836 3.472 4.214
N: -2.122 2.747 3.107
O: -2.007 3.036 5.355
H: -1.423 5.412 4.657
H: -1.497 4.996 2.935
H: -2.198 1.747 3.222
H: -1.747 3.145 2.255
N: -3.892 -3.617 -1.416
C: -2.614 -3.489 -0.991
N: -2.534 -3.216 0.333
O: -1.638 -3.740 -1.686
H: -4.050 -3.714 -2.405
H: -4.728 -3.513 -0.870
H: -3.352 -2.824 0.782
H: -1.630 -2.935 0.686
N: -1.715 -1.816 5.133
C: -1.654 -0.528 4.714
N: -1.814 0.278 5.786
O: -1.613 -0.202 3.525
H: -1.889 -1.969 6.104
H: -1.681 -2.557 4.452
H: -1.711 -0.053 6.723
H: -1.786 1.276 5.568
N: 0.362 3.816 -1.090
C: -0.397 2.952 -0.369
N: -0.353 1.672 -0.809
O: -0.926 3.311 0.681
H: 0.750 3.529 -1.971
H: 0.463 4.752 -0.740
H: -0.637 0.979 -0.119
H: 0.072 1.432 -1.685
O: -3.872 -1.549 2.251
H: -3.005 -1.144 2.378
H: -4.408 -0.859 1.806
O: -0.831 -0.499 1.039
H: -1.202 -0.471 1.932
H: -0.562 -1.415 0.917
O: -0.061 -2.578 1.861
H: 0.229 -2.347 2.749
H: 0.709 -2.987 1.452



Most favorable structure: A. The second most favorable one is 1.875 eV above it.



--- A ---
Here is an isolated ion of composition C4H7O2S and charge -1 from the Open Molecules 2025 dataset. Energies are from ωB97M-V/def2-TZVPD.

Summary:
highest occupied orbital energy = -0.1431 hartree
HOMO-LUMO gap = 7.5955 eV
LUMO = 3.7 eV
SMILES string = CC(C)SC(=O)[O-]
net charge = -1

Atoms and positions in Å:
C: -0.400 0.022 1.304
C: -0.604 0.075 -0.253
C: 0.644 -0.471 -0.944
S: -2.237 -0.753 -0.756
C: -3.637 0.225 0.281
O: -3.397 1.387 0.392
O: -4.431 -0.536 0.731
H: -0.137 -1.050 1.519
H: 0.394 0.710 1.566
H: -1.348 0.336 1.954
H: -0.618 1.146 -0.480
H: 0.914 -1.473 -0.816
H: 1.450 0.101 -0.662
H: 0.565 -0.459 -1.990



--- B ---
Here is an isolated ion of composition C4H7O2S and charge -1 from the Open Molecules 2025 dataset. Energies are from ωB97M-V/def2-TZVPD.

Summary:
highest occupied orbital energy (alpha / beta) = -0.1076 / -0.1089 hartree
HOMO-LUMO gap (alpha / beta) = 6.6347 / 6.6169 eV
LUMO (alpha / beta) = 3.7 / 3.7 eV
net charge = -1

Atoms and positions in Å:
C: -0.053 -0.954 -0.413
C: -0.908 -0.299 0.600
C: 1.034 0.141 -0.546
C: -2.062 0.578 0.279
O: 3.121 -1.238 0.111
O: 3.363 1.220 -0.620
S: 2.636 0.173 0.262
H: 0.477 -1.727 0.017
H: -0.467 -1.277 -1.428
H: -0.668 -0.469 1.654
H: 0.723 1.247 -0.657
H: -1.812 1.647 -0.281
H: -2.459 0.829 1.366
H: -2.925 0.131 -0.345



Most favorable structure: A. The second most favorable one is 4.713 eV above it.



--- A ---
Here is the molecule C10H19N5O5 from the Open Molecules 2025 dataset. Energies are from ωB97M-V/def2-TZVPD.

Summary:
highest occupied orbital energy = -0.3044 hartree
HOMO-LUMO gap = 8.5910 eV
LUMO = 0.3 eV
SMILES string = [H]/N=C(/N)NCCC[C@H](N)C(=O)N[C@@H](CC(=O)O)C(=O)O

Atoms and positions in Å:
H: -3.181 1.431 -0.662
N: -4.089 1.106 -0.975
C: -4.606 0.010 -0.524
N: -5.667 -0.557 -1.152
N: -4.183 -0.860 0.483
C: -3.142 -0.427 1.360
C: -1.751 -0.988 0.845
C: -0.541 -0.084 1.066
C: -0.123 0.982 0.013
N: -1.377 1.493 -0.591
C: 0.747 0.310 -1.062
O: 0.371 0.256 -2.194
N: 1.927 -0.283 -0.663
C: 2.790 0.094 0.465
C: 3.848 -1.025 0.710
C: 4.845 -1.209 -0.451
O: 6.009 -0.930 -0.498
O: 4.113 -1.724 -1.543
C: 3.588 1.368 0.078
O: 3.352 2.072 -0.871
O: 4.436 1.702 1.143
H: -6.443 -0.918 -0.569
H: -6.033 0.093 -1.849
H: -4.247 -1.828 0.240
H: -3.178 0.675 1.145
H: -3.266 -0.477 2.424
H: -1.563 -1.953 1.373
H: -1.827 -1.188 -0.253
H: -0.840 0.501 1.983
H: 0.363 -0.671 1.279
H: 0.473 1.695 0.545
H: -1.485 2.488 -0.554
H: -1.421 1.242 -1.557
H: 2.411 -0.696 -1.448
H: 2.143 0.310 1.300
H: 4.421 -0.830 1.641
H: 3.359 -1.983 0.778
H: 4.745 -1.615 -2.301
H: 5.019 2.418 0.847



--- B ---
Here is the molecule C10H19N5O5 from the Open Molecules 2025 dataset. Energies are from ωB97M-V/def2-TZVPD.

Summary:
highest occupied orbital energy = -0.3330 hartree
HOMO-LUMO gap = 9.5395 eV
LUMO = 0.5 eV
SMILES string = [H]/N=C(\N)NCCC[C@H](NC(=O)[C@@H](N)CC(=O)O)C(=O)O

Atoms and positions in Å:
H: -4.493 1.956 -1.892
N: -3.797 1.200 -2.088
C: -3.472 1.373 -3.354
N: -4.155 2.087 -4.292
N: -2.272 0.746 -3.763
C: -1.625 -0.132 -2.800
C: -0.604 0.623 -1.914
C: -0.001 -0.382 -0.859
C: 0.984 0.331 0.061
N: 1.845 -0.579 0.684
C: 2.571 -0.187 1.806
O: 2.695 1.042 2.013
C: 2.963 -1.319 2.722
N: 3.901 -1.005 3.804
C: 1.650 -1.717 3.380
C: 0.710 -2.545 2.491
O: 0.872 -3.672 2.074
O: -0.406 -1.951 2.137
C: 0.253 1.188 1.148
O: -0.333 0.784 2.121
O: 0.187 2.503 0.972
H: -3.649 2.423 -5.188
H: -4.749 2.820 -3.929
H: -2.206 0.506 -4.764
H: -1.118 -1.021 -3.345
H: -2.273 -0.660 -2.105
H: -1.171 1.496 -1.401
H: 0.318 1.063 -2.532
H: 0.522 -1.193 -1.408
H: -0.850 -0.833 -0.288
H: 1.489 1.177 -0.416
H: 1.812 -1.608 0.456
H: 3.358 -2.173 2.206
H: 3.317 -0.248 4.553
H: 4.753 -0.362 3.179
H: 1.888 -2.498 4.103
H: 1.055 -0.928 3.846
H: -0.583 -1.051 2.421
H: 0.612 2.744 0.162



Most favorable structure: A. The second most favorable one is 1.120 eV above it.